# 1
# C4H7FO2S

One molecule with the formula C4H7FO2S at a distorted geometry (ωB97M-V/def2-TZVPD, the OMol25 dataset).

Each line ends with the Löwdin charge.
Element x y z (Å)
C -0.915 -1.432 -0.454  -0.02
C -0.095 -0.178 -0.242  -0.58
C -0.838 0.690 0.619  -0.11
C 1.288 -0.392 0.319  -0.67
H -1.781 -0.913 -0.904  0.09
H -0.481 -2.366 -1.105  0.15
H -1.243 -2.121 0.327  0.09
H -0.541 0.487 1.825  0.19
H -2.047 0.839 0.515  0.18
H -0.077 2.855 0.794  0.18
H 2.466 0.785 -1.414  -0.10
O -0.038 1.970 0.133  -0.18
O 1.218 -0.703 1.439  0.03
F 0.085 0.365 -1.555  -0.03
S 2.999 0.115 -0.297  0.77

Energy relative to the best compared isomer or geometry (same formula, charge and spin), kcal per mole: 75.0
E_LUMO, Eh: 0.0212
SMILES: C[C@@](F)(CO)C(=O)S
HOMO-LUMO gap, Ha: 0.380
E_tot, eV: -21905.712



# 2
# C4H7FO3

C4H7FO3 as an isolated structure at a distorted geometry (ωB97M-V/def2-TZVPD, the OMol25 dataset).

Each line ends with the Löwdin charge.
Element x y z (Å)
C -0.352 -0.334 -1.525  -0.29
C 0.085 0.336 -0.399  -0.29
C -0.579 0.773 1.014  -0.30
C 0.577 -0.071 1.035  -0.28
H 0.001 -2.561 -1.774  0.29
H -1.259 -0.695 -1.332  0.08
H -0.612 0.591 -2.217  0.19
H -1.527 0.247 1.014  0.16
H 0.651 2.432 0.930  0.34
H 1.568 0.274 1.250  0.15
H 0.574 -1.650 2.515  0.28
O 0.370 -1.375 -2.134  -0.13
O -0.741 2.131 1.161  -0.07
O 0.209 -1.411 1.306  -0.10
F 1.032 1.312 -0.844  -0.03

Energy relative to the best compared isomer or geometry (same formula, charge and spin), kcal per mole: 182.0
E_LUMO, Eh: -0.0036
HOMO-LUMO gap, Ha: 0.327
E_tot, eV: -13112.780



# 3
# C4H7FO3V

C4H7FO3V as an isolated structure at a distorted geometry (ωB97M-V/def2-TZVPD, the OMol25 dataset).

Each line ends with the Löwdin charge.
Element x y z (Å)
F -1.592 -0.816 -1.476  0.02
O 2.448 1.541 -0.176  -0.25
C 2.980 0.502 -0.690  -0.28
O 2.092 -0.531 -0.571  -0.39
C 2.052 -1.592 0.464  -0.13
C -1.443 -0.787 -0.110  -0.20
O -0.949 0.467 0.267  -0.35
C -1.863 1.572 0.120  -0.02
V 0.898 0.740 0.695  0.98
H 3.067 -1.713 0.880  0.01
H 1.648 -2.440 -0.116  0.02
H -0.680 -1.544 0.142  0.12
H -2.436 -0.935 0.333  0.15
H -1.311 2.484 0.367  0.10
H -2.197 1.642 -0.920  0.11
H -2.715 1.412 0.791  0.11

Energy relative to the best compared isomer or geometry (same formula, charge and spin), kcal per mole: 24.7
Spin multiplicity: 4
E_LUMO (alpha / beta), Eh: -0.0210 / -0.0308
HOMO-LUMO gap (alpha / beta), Ha: 0.211 / 0.215
E_tot, eV: -38802.449
<S²>: 3.79